15
Properties=species:S:1:pos:R:3:forces:R:3 method="wB97M-V/def2-TZVPD" relative_energy_kcal_mol=125.4 lumo_ha="-0.0330 / 0.0012" homo_lumo_gap_ev="7.486 / 9.163"
C 2.522967 0.094466 0.188876 1.3885 1.1490 -0.1086
C 0.131713 1.027278 0.488237 1.0204 -1.1897 0.1852
C -0.866811 0.277076 0.199910 -0.6364 -0.9685 -2.2423
C -2.344093 0.669848 -0.084855 3.0982 0.2081 -0.6444
C -0.687767 -1.163382 -0.202736 0.5715 -2.0534 -0.2399
O 2.995548 1.170243 0.012301 -0.5026 0.6068 -0.0959
O 3.364535 -0.980258 0.150265 -0.9022 -0.9694 -0.0500
H 0.372489 1.992795 0.801179 0.5701 1.1871 0.3302
H -2.479009 0.274675 -1.100868 -0.9969 -0.0442 0.7667
H -2.424531 1.714323 -0.071405 -0.1892 1.6299 -0.2885
H -2.836298 0.359925 0.777201 -1.7738 -1.3208 0.7959
H 0.373381 -1.549374 -0.417704 -1.3252 0.8764 1.2342
H -1.155474 -1.467743 -1.186242 -0.2082 0.7598 1.1496
H -1.218910 -1.702474 0.643696 0.8316 -0.1508 -1.1849
H 4.252264 -0.717395 -0.197851 -0.9459 0.2797 0.3926


9
Properties=species:S:1:pos:R:3:forces:R:3 method="wB97M-V/def2-TZVPD" relative_energy_kcal_mol=83.0 lumo_ha="0.1199 / 0.1184" charge=-1 homo_lumo_gap_ev="7.752 / 7.893"
C -0.778520 -1.040508 1.000896 1.7857 1.6534 -4.8532
C -0.415541 -0.591379 -0.042870 0.3262 0.0557 -1.7347
C 1.286981 -1.269184 -1.803384 -0.4966 0.3887 0.0599
C -0.010294 -0.387352 -1.411726 0.6866 2.7795 0.2935
O 0.971319 -2.467109 -1.827452 0.3030 0.2311 -0.1553
O 2.317491 -0.617776 -1.943398 0.1419 -0.4190 -0.0898
Br -1.550160 -0.518332 -2.574440 0.1652 -0.0468 -0.0278
H -1.082935 -1.233535 1.874341 -2.0855 -1.5747 6.1083
H 0.487356 1.532986 -1.573524 -0.8265 -3.0680 0.3991


16
Properties=species:S:1:pos:R:3:forces:R:3 method="wB97M-V/def2-TZVPD" relative_energy_kcal_mol=31.0 lumo_ha=0.0286 homo_lumo_gap_ev=10.846 smiles="O=CNCCO.O"
O -0.897232 -2.396563 -0.816277 0.3584 -0.3420 -0.1551
C -0.006020 -1.824405 -0.192619 -0.7923 -0.9367 -0.3275
N 0.050450 -0.508632 -0.053025 0.3830 0.7273 0.8723
C 0.881142 0.265451 0.835769 0.6954 1.7629 -0.0020
C 1.516942 1.443231 0.051238 -1.0818 -0.0618 0.3916
O 0.480398 2.377089 -0.262551 -0.0464 0.3430 0.1805
H 0.751083 -2.447701 0.280322 0.5353 0.3027 0.2565
H -0.761228 0.019038 -0.361097 -0.2553 -0.4440 -0.1873
H 0.289897 0.833879 1.561915 -0.5534 -0.3250 -0.1037
H 1.602685 -0.200117 1.508737 0.0844 -0.9331 -0.7684
H 2.136500 1.983395 0.764676 0.4428 -0.0165 -0.3338
H 2.010264 1.171069 -0.880622 0.4313 -0.2833 0.2730
H -0.042973 2.125207 -1.027797 0.2074 -0.2230 -0.1081
O -2.745164 -0.591934 -0.664689 0.3781 -0.4885 -0.6699
H -3.034591 -0.840840 0.209321 -0.3278 0.0160 0.4341
H -2.232155 -1.408163 -0.953297 -0.4591 0.9020 0.2478


55
Properties=species:S:1:pos:R:3:forces:R:3 method="wB97M-V/def2-TZVPD" relative_energy_kcal_mol=109.2 lumo_ha=-0.1050 charge=+1 homo_lumo_gap_ev=10.079
O -2.288123 1.126076 -5.191005 0.6308 0.6560 -0.2766
H 2.086942 -1.563155 -2.541964 0.2735 -0.1415 -0.2627
H -2.688452 1.961727 -5.450323 -0.7455 -0.0790 0.0098
O -3.035350 0.197212 3.200680 0.2548 -1.3306 -0.9064
H 1.387062 -2.826709 0.416550 -0.0135 -0.1702 0.6485
O -4.104627 -2.223474 0.193522 0.4918 0.1356 0.2496
H -4.686901 -1.730770 -0.383773 -0.2132 0.0338 -0.1279
H -2.306147 2.186002 1.622069 1.4084 -0.0033 -0.1241
O 0.493985 -3.938236 1.888625 0.1574 -0.0791 -0.2400
H -2.869881 -0.734562 3.428654 -0.0223 0.3106 1.0773
H 1.197549 -4.085655 2.530827 -0.0141 -0.0722 -0.0005
O 2.871621 -2.330729 3.719627 -0.8799 0.1238 -0.3845
H 3.652677 -1.952294 3.307899 0.5634 -0.3203 0.7886
H 3.097434 -2.873110 4.474787 0.4918 0.0384 0.0552
O 1.502373 -1.871935 0.495261 0.0594 0.2981 -0.6173
H 1.659197 -1.563582 -0.418013 0.2222 0.2820 0.1835
H -0.890264 1.023534 1.515751 -0.3997 0.2462 -0.9433
O 0.088862 -1.126698 3.133457 -1.1979 -0.1097 -0.1164
H 1.277305 4.746169 -4.135140 -0.0788 0.1528 -0.1053
H 0.835947 1.364130 -5.859206 0.1370 0.0935 0.0349
O -3.364777 1.288928 -2.546514 0.2446 0.3368 0.5815
H -4.247882 0.922865 -2.570337 -0.0397 -0.1803 -0.3590
H -2.875789 1.001333 -3.332591 -0.3012 -0.0452 -0.2333
O 4.324286 -1.112610 1.625970 -0.3734 0.1284 -0.0941
H 4.378262 -1.087693 0.663662 0.2594 -0.0527 0.0207
H -1.063745 1.478440 2.838559 -0.8429 0.1966 1.2006
O -1.310206 1.793145 1.960432 0.0978 -0.5177 -0.4278
H 0.456648 -1.074749 4.016266 0.4719 -0.1119 -0.1486
H 0.246699 -4.793235 1.521444 -0.0573 -0.1133 0.2301
O 0.999129 1.182050 2.537355 0.0292 0.4808 -0.0605
H 1.129000 2.111947 2.753642 0.6057 -0.0276 -0.2244
H 1.800429 0.834867 2.133990 0.2111 0.1593 0.1892
O 5.222950 2.178384 0.185071 -0.1791 -0.2256 0.1743
H 4.523782 1.526699 0.296545 -0.1208 0.0324 -0.1806
H 5.805291 1.957651 0.917121 0.2894 0.1555 0.0470
O 1.992011 -0.730204 -2.072484 -0.4180 -0.1358 0.1303
H 3.464110 -1.535411 1.759096 -0.1636 0.0615 -0.5191
H 1.102079 -0.448674 -2.328386 0.0205 0.2089 0.0006
O -0.918532 -0.049636 -0.642224 -0.3949 0.3278 0.1370
H -0.197944 0.539827 -0.401305 0.3472 -0.3181 -0.1403
H -0.663531 -0.956636 -0.436963 0.2993 0.1077 0.2050
O -1.458019 -3.362674 -0.166805 -0.2257 -0.9532 -0.5769
H -2.104383 -2.671762 0.004204 0.1574 0.2819 0.1158
H -0.540213 -3.107053 -0.102958 -0.1885 0.6130 0.4434
O -2.631444 3.291078 0.795921 -0.4399 -1.2921 0.0990
H -1.358462 1.403756 -5.335423 -0.0343 -0.6340 0.4281
H -1.950101 3.865286 1.151239 -0.3782 0.8658 -0.0960
O 0.949689 3.987199 -3.648090 0.1171 -0.2693 0.3274
H -4.655971 -2.721293 0.801034 -0.1516 -0.0727 -0.0448
H 0.028762 3.862446 -3.898926 -0.0711 0.3163 -0.0396
O 0.356763 1.941231 -5.257226 0.1351 -0.2623 -0.1521
H -2.971321 -0.007901 2.251513 -0.3703 0.7020 -0.1378
H 1.000135 2.401751 -4.691493 -0.0473 -0.0466 -0.1657
H 0.776940 -1.340261 2.497530 0.1941 -0.3180 0.2367
H -3.525827 3.646950 0.772871 0.1924 0.5370 0.0916


| no. | electronic energy (eV) |
| --- | --- |
| 1 | -9404.3963 |
| 2 | -78313.9686 |
| 3 | -10889.2354 |
| 4 | -37448.6951 |